#a
Formula: C3H8N2O
Source: the OMol25 dataset
Level of theory: the ωB97M-V functional and the def2-TZVPD basis

Properties
Frontier orbital gap in eV: 9.8
SMILES string: [H]/N=C/N.C=CO
LUMO in Eh: 0.0284
Spin multiplicity: 1

Positions of all 14 atoms, in Å:
H -0.58000 -0.61204 -2.35477
N -0.67267 -1.10192 -1.46739
C -1.76488 -0.72812 -0.93871
N -2.42085 -1.39038 0.07204
H -2.32999 0.14460 -1.27377
H -2.17794 -2.35576 0.20132
H -3.36939 -1.11512 0.22783
C 2.36844 2.04316 1.02069
C 1.29199 1.28468 0.81875
O 1.44948 -0.07055 0.54521
H 2.16220 3.10199 1.13053
H 3.37645 1.66216 1.10077
H 0.32384 1.74215 1.01361
H 0.96530 -0.13405 -0.29954

Löwdin population analysis, charges in e, atoms 1 to 6: number 1, H, carries 0.046; number 2, N, carries 0.048; number 3, C, carries -0.383; number 4, N, carries 0.084; number 5, H, carries 0.115; number 6, H, carries 0.094

#b
Formula: C3H8N2O
Source: the OMol25 dataset
Level of theory: the ωB97M-V functional and the def2-TZVPD basis

Properties
Frontier orbital gap in eV: 9.6
SMILES string: N=C=O.CNC
LUMO in Eh: 0.0324
Spin multiplicity: 1

Positions of all 14 atoms, in Å:
N 2.69986 -0.17753 0.00711
C 2.08762 -0.66689 -0.92909
O 1.44698 -1.11607 -1.79787
H 3.70668 -0.13742 0.01764
C -1.43949 -0.83616 0.74019
N -0.34316 0.07084 0.45372
C -0.73937 1.22062 -0.34750
H -1.08664 -1.65210 1.37919
H -2.29823 -0.34930 1.24062
H -1.81123 -1.28166 -0.19066
H 0.08608 0.37925 1.31742
H -0.60105 1.01022 -1.41705
H -1.79424 1.50334 -0.18794
H -0.11710 2.08532 -0.09224

Löwdin population analysis, charges in e, atoms 1 to 6: number 1, N, carries 0.155; number 2, C, carries -0.413; number 3, O, carries 0.144; number 4, H, carries 0.075; number 5, C, carries -0.151; number 6, N, carries -0.203

#c
Formula: C3H8N2O
Source: the OMol25 dataset
Level of theory: the ωB97M-V functional and the def2-TZVPD basis

Properties
Frontier orbital gap in eV: 9.4
SMILES string: N[C@H]1N[C@H]1CO
LUMO in Eh: 0.0309
Spin multiplicity: 1

Positions of all 14 atoms, in Å:
N -0.17274 1.57505 0.95432
C 0.45795 1.14081 -0.23247
N 1.66848 0.17568 0.09131
C 0.52922 -0.30149 -0.65986
C -0.37856 -1.33597 -0.05915
O -1.74268 -0.96866 -0.25581
H -0.03199 0.91801 1.72025
H -1.15598 1.80094 0.81457
H 0.57898 1.89766 -1.00373
H 1.87347 0.24912 1.08177
H 0.67530 -0.45866 -1.72728
H -0.21890 -1.45005 1.01665
H -0.18649 -2.30681 -0.52728
H -1.89607 -0.93562 -1.21330

Löwdin population analysis, charges in e, atoms 1 to 6: number 1, N, carries 0.041; number 2, C, carries -0.301; number 3, N, carries 0.053; number 4, C, carries -0.315; number 5, C, carries -0.231; number 6, O, carries -0.074

#d
Formula: C3H8N2O
Source: the OMol25 dataset
Level of theory: the ωB97M-V functional and the def2-TZVPD basis

Properties
Frontier orbital gap (spin up / spin down) in eV: 8.2 / 8.2
LUMO (spin up / spin down) in Eh: 0.0146 / 0.0146
Spin multiplicity: 1

Positions of all 14 atoms, in Å:
C 0.04494 -0.60901 -0.48898
N 1.25373 -0.18826 -0.87400
N -0.37389 1.62379 -0.72697
C -0.38515 -0.55209 0.90718
C 0.46085 -0.39462 1.92501
O -0.63321 -1.40652 -1.33191
H -1.42814 -1.75370 -0.90663
H 1.47567 -0.48157 -1.81923
H 0.99911 0.92147 -0.81089
H -0.83015 1.86348 -1.60889
H -0.75884 2.27178 -0.03918
H -1.45267 -0.65102 1.07700
H 1.52426 -0.29490 1.75230
H 0.10348 -0.34882 2.94520

Löwdin population analysis, charges in e, atoms 1 to 6: number 1, C, carries -0.464; number 2, N, carries 0.082; number 3, N, carries -0.094; number 4, C, carries -0.140; number 5, C, carries 0.049; number 6, O, carries 0.103

Least stable = #d

#a
Formula: C3H8N2O
Source: the OMol25 dataset
Level of theory: the ωB97M-V functional and the def2-TZVPD basis

Properties
Frontier orbital gap in eV: 10.2
SMILES string: [H]/N=C\N.C=CO
LUMO in Eh: 0.0200
Spin multiplicity: 1

Positions of all 14 atoms, in Å:
H 2.49224 2.21513 -1.43092
N 3.30676 1.64407 -1.65678
C 3.84543 1.25378 -0.57815
N 3.36945 1.46928 0.71356
H 4.76684 0.67214 -0.58281
H 2.36063 1.53573 0.75087
H 3.79984 0.90107 1.42627
C -4.13086 -2.08447 0.28676
C -3.47143 -0.94652 0.17018
O -2.10583 -0.92015 0.47853
H -3.54917 -2.96121 0.51345
H -5.20360 -2.15227 0.20610
H -3.87180 0.04708 0.01235
H -1.60849 -0.67366 -0.30942

Löwdin population analysis, charges in e, atoms 1 to 6: number 1, H, carries 0.031; number 2, N, carries 0.051; number 3, C, carries -0.394; number 4, N, carries 0.050; number 5, H, carries 0.103; number 6, H, carries 0.083

#b
Formula: C3H8N2O
Source: the OMol25 dataset
Level of theory: the ωB97M-V functional and the def2-TZVPD basis

Properties
Frontier orbital gap in eV: 7.8
SMILES string: NC1CC1.N=O
LUMO in Eh: -0.0074
Spin multiplicity: 1

Positions of all 14 atoms, in Å:
N 2.03445 0.91040 -0.69087
C 0.90420 0.85922 0.10994
C -0.47757 1.22871 -0.47466
C -0.26839 -0.25733 -0.16898
H 2.94771 1.00609 -0.28840
H 1.93652 0.98127 -1.71890
H 1.24973 1.09656 1.10484
H -1.21252 1.74532 0.10975
H -0.52246 1.55663 -1.50447
H -0.82413 -0.74735 0.62398
H -0.23637 -0.87425 -0.93256
N -2.08782 -2.23240 1.32810
O -1.56123 -2.84603 2.20753
H -1.88212 -2.42685 0.29471

Löwdin population analysis, charges in e, atoms 1 to 6: number 1, N, carries 0.008; number 2, C, carries -0.327; number 3, C, carries -0.117; number 4, C, carries -0.088; number 5, H, carries 0.069; number 6, H, carries 0.098

Least stable = #b